# 1
DFT (ωB97M-V with the def2-TZVPD basis set) results for a molecular structure, C41H38N4O3P2Sc.

Summary:
E_LUMO = -0.1096 Eh
Gap between HOMO and LUMO = 7.65 eV
ΔE to the lowest compared entry with this formula, charge and spin = 0.0 kcal per mole

```
! RIJCOSX wB97M-V def2-TZVPD def2/J DEFGRID3
* xyz 1 1
Sc 0.43234 -1.12979 0.41505
C 4.80806 -2.26008 -0.00517
C 3.40586 -1.80870 -0.23066
N 2.60917 -1.43197 0.69842
N 3.01894 -1.40122 2.00442
C 2.06919 -0.84331 2.72272
O 0.97049 -0.38906 2.20534
C 2.25760 -0.72181 4.18137
C 3.52585 -0.83589 4.74651
C 3.68179 -0.72625 6.11773
C 2.57465 -0.51545 6.92937
C 1.30972 -0.40908 6.36837
C 1.14935 -0.50519 4.99552
C 2.82793 -1.74641 -1.59137
C 3.51993 -2.19642 -2.70334
C 2.91858 -2.11861 -3.95160
C 1.64643 -1.58942 -4.05137
C 1.02461 -1.15393 -2.89176
N 1.59177 -1.22236 -1.69413
H 5.04248 -2.21212 1.05285
H 5.50460 -1.63128 -0.56312
H 4.93575 -3.28667 -0.35429
H 4.37852 -1.00546 4.10412
H 4.66750 -0.80581 6.55628
H 2.69906 -0.43591 8.00133
H 0.44701 -0.25384 7.00263
H 0.16917 -0.42981 4.54444
H 4.51330 -2.60707 -2.59724
H 3.44117 -2.47120 -4.83061
H 1.13566 -1.51033 -5.00017
H 0.02744 -0.73116 -2.92841
C -2.40268 2.31822 -1.50689
N -1.48954 1.24255 -1.09614
P -2.09036 -0.23057 -0.45820
C -3.60343 0.20975 0.43324
C -4.87243 0.09421 -0.12811
C -5.98637 0.50031 0.59146
C -5.83843 1.02503 1.86768
C -4.57532 1.13839 2.43295
C -3.46151 0.72427 1.72137
C -2.67062 -1.18340 -1.88706
C -3.08204 -2.49477 -1.65008
C -3.47914 -3.30175 -2.70340
C -3.46069 -2.80833 -4.00175
C -3.04396 -1.50764 -4.24394
C -2.64872 -0.69557 -3.18952
P 0.07503 1.54773 -0.46457
C -0.04098 3.04486 0.54114
C -0.11586 4.32148 -0.01584
C -0.23983 5.42831 0.80681
C -0.27903 5.26727 2.18666
C -0.18295 4.00236 2.74744
C -0.05932 2.88977 1.92754
C 1.09212 2.04170 -1.88045
C 0.63417 2.13032 -3.18933
C 1.51849 2.42365 -4.21883
C 2.86385 2.62454 -3.94653
C 3.32811 2.53006 -2.64034
C 2.44691 2.23809 -1.61233
H -3.27509 1.88982 -1.99921
H -1.90509 2.99244 -2.20533
H -2.74350 2.89937 -0.64729
H -4.99458 -0.31372 -1.12393
H -6.97109 0.40706 0.15332
H -6.70962 1.34109 2.42580
H -4.45904 1.54001 3.43070
H -2.47740 0.80090 2.17019
H -3.09031 -2.88557 -0.63751
H -3.79864 -4.31756 -2.51282
H -3.76986 -3.43971 -4.82391
H -3.03110 -1.12079 -5.25461
H -2.31624 0.31713 -3.38613
H -0.06108 4.45016 -1.09049
H -0.29759 6.41828 0.37441
H -0.37150 6.13515 2.82619
H -0.18949 3.88188 3.82269
H 0.05136 1.90115 2.35951
H -0.41069 1.95089 -3.41936
H 1.15368 2.49697 -5.23510
H 3.55082 2.85468 -4.74995
H 4.37688 2.68383 -2.42286
H 2.81569 2.15597 -0.59422
C -0.29828 -4.96490 1.12235
C -0.21716 -3.51096 0.78836
O -0.56709 -2.63229 1.62634
O 0.25570 -3.11350 -0.32646
H -1.14753 -5.15993 1.77274
H 0.60789 -5.23563 1.66745
H -0.34951 -5.55742 0.21294
*
```

Here are the Mulliken charges for atoms 1 to 8, given in e: number 1, Sc, carries -0.6715; number 2, C, carries -1.9229; number 3, C, carries 0.9768; number 4, N, carries 1.6439; number 5, N, carries -1.4339; number 6, C, carries 0.3328; number 7, O, carries -0.1491; number 8, C, carries 0.3207

# 2
DFT (ωB97M-V with the def2-TZVPD basis set) results for a single C4H10N2O molecule.

Summary:
E_LUMO = 0.0337 Eh
SMILES string = CNCCNC=O
Gap between HOMO and LUMO = 10.12 eV
ΔE to the lowest compared entry with this formula, charge and spin = 30.7 kcal per mole

```
! RIJCOSX wB97M-V def2-TZVPD def2/J DEFGRID3
* xyz 0 1
C -0.56109 0.84204 2.43844
N -0.37891 0.08294 1.19218
C 0.81998 0.38741 0.46736
C 0.87036 -0.25136 -0.93114
N -0.45178 -0.53481 -1.44181
C -0.65354 -1.06585 -2.67526
O 0.19103 -1.60931 -3.34743
H -0.39526 1.89800 2.23444
H -1.59232 0.69553 2.74729
H 0.08251 0.49507 3.25151
H -0.46481 -0.90397 1.42154
H 0.83777 1.46764 0.33509
H 1.74937 0.12793 0.97737
H 1.42884 -1.18509 -0.91687
H 1.39339 0.41805 -1.61726
H -1.16551 0.12118 -1.15137
H -1.71003 -0.98540 -2.98408
*
```

Here are the natural (NBO) charges for atoms 1 to 8, given in e: number 1, C, carries -0.4073; number 2, N, carries -0.6347; number 3, C, carries -0.2213; number 4, C, carries -0.2278; number 5, N, carries -0.6136; number 6, C, carries 0.5315; number 7, O, carries -0.6073; number 8, H, carries 0.1935

# 3
DFT (ωB97M-V with the def2-TZVPD basis set) results for a single C8H10 molecule at a distorted geometry.

Summary:
E_LUMO = -0.0261 Eh
Gap between HOMO and LUMO = 6.00 eV
ΔE to the lowest compared entry with this formula, charge and spin = 147.2 kcal per mole

```
! RIJCOSX wB97M-V def2-TZVPD def2/J DEFGRID3
* xyz 0 1
C 1.48954 -1.36412 0.72673
C 1.67274 0.03265 0.12901
C 0.43055 0.73142 -0.35611
C -0.59692 1.11505 0.66275
C -1.26746 -0.00037 1.25646
C -1.95351 0.52484 0.01695
C -1.58224 0.38832 -1.36798
C -0.24456 0.47024 -1.55708
H 2.26738 -2.05495 0.41783
H 0.54169 -1.78377 0.40542
H 1.51369 -1.38187 1.81129
H 2.35189 -0.00951 -0.73075
H 2.09132 0.69391 0.88863
H -0.61898 2.09269 1.10948
H -1.29802 -1.07571 1.19581
H -2.88321 1.09671 0.01718
H -2.27590 0.23506 -2.18532
H 0.36201 0.28940 -2.44028
*
```

Here are the natural (NBO) charges for atoms 1 to 8, given in e: number 1, C, carries -0.5975; number 2, C, carries -0.4627; number 3, C, carries 0.2016; number 4, C, carries -0.2619; number 5, C, carries -0.3605; number 6, C, carries -0.3210; number 7, C, carries -0.0625; number 8, C, carries -0.3279